1.
Below is a structure of composition C48H72CaO40S, with properties calculated with wB97M-V/def2-TZVPD.

Structure (XYZ):
```
162
C48H72CaO40S (wB97M-V/def2-TZVPD)
Ca 0.73959 -0.52090 -0.56907
S -1.30805 1.08200 0.72369
O -1.30629 -0.39292 0.51571
O -2.29410 1.72612 -0.09989
O -1.38068 1.37260 2.16987
O 0.05833 1.49686 0.21907
C -2.22787 3.62208 -4.00897
C -1.29498 4.48328 -3.10623
C -0.71699 3.94362 -1.74755
O 0.59704 4.63737 -1.77499
C 0.92125 5.06614 -3.05008
O 2.02531 5.43389 -3.40958
O -0.07094 4.82369 -3.92527
H -1.98501 2.56121 -4.15890
H -2.27612 4.10849 -4.96529
H -3.23044 3.65841 -3.59745
H -1.76571 5.44555 -2.94112
H -0.57623 2.85258 -1.74449
H -1.21468 4.34358 -0.85496
C 1.55366 -5.75338 -1.56888
C 2.92964 -5.20297 -1.96704
C 2.95594 -4.75934 -3.46284
O 2.81861 -3.37713 -3.31195
C 2.84203 -2.92197 -2.01539
O 2.77818 -1.81092 -1.59996
O 3.05905 -4.02424 -1.23177
H 0.79608 -5.00399 -1.76452
H 1.53116 -6.20214 -0.60001
H 1.28467 -6.64808 -2.25752
H 3.74618 -5.83008 -1.68256
H 2.17760 -5.16632 -4.05385
H 3.88749 -4.94471 -3.96639
C 3.78347 -5.10941 3.42913
C 2.62710 -4.90610 2.49055
C 1.22335 -4.86927 3.16875
O 0.50972 -3.97654 2.22754
C 1.46678 -3.25925 1.62191
O 1.11250 -2.35948 0.86875
O 2.69926 -3.55019 1.96323
H 3.82600 -6.18993 3.67285
H 3.59686 -4.54839 4.33509
H 4.61168 -4.82045 2.83545
H 2.68837 -5.48460 1.58004
H 1.29397 -4.43694 4.22251
H 0.73222 -5.81083 3.17055
C -0.64619 -0.99123 5.26749
C 0.20408 -0.78420 4.05148
C 1.06127 0.49574 4.03290
O 2.22692 0.04385 4.71238
C 2.38611 -1.21962 4.50916
O 3.33746 -1.87441 4.88110
O 1.26904 -1.76927 4.05943
H -1.30255 -1.86716 5.14899
H -1.25141 -0.11653 5.32621
H 0.01915 -0.97745 6.10170
H -0.31526 -0.89422 3.09775
H 0.68384 1.37097 4.60869
H 1.34863 0.76857 3.01829
C 5.68872 4.27748 -0.79100
C 4.60053 4.08754 -1.77355
C 5.03548 3.77052 -3.21875
O 4.23811 2.67145 -3.56912
C 3.49620 2.23095 -2.49906
O 2.71742 1.32807 -2.54359
O 3.78370 2.97096 -1.40792
H 6.28392 3.33012 -0.71041
H 5.27025 4.49737 0.20701
H 6.44273 5.01913 -1.11257
H 3.96179 4.92924 -1.77838
H 6.08514 3.51135 -3.34767
H 4.83605 4.64979 -3.84445
C 5.58182 -1.64553 2.89461
C 5.09061 -0.20782 2.87113
C 5.78263 0.71460 1.98939
O 4.95016 0.74620 0.77780
C 3.74535 0.28083 1.11299
O 2.76103 0.29908 0.45147
O 3.74505 -0.24173 2.33627
H 5.27573 -2.07226 1.95010
H 5.10093 -2.22351 3.71362
H 6.70333 -1.60140 3.02203
H 5.05931 0.27436 3.81193
H 6.72630 0.39058 1.58285
H 5.84114 1.76538 2.44827
C -0.02360 4.81060 2.64425
C 0.91752 3.65098 2.48198
C 1.89170 3.71077 1.33845
O 3.07958 3.14284 1.93038
C 2.96621 3.14739 3.26081
O 3.85098 2.77581 4.02145
O 1.76401 3.56659 3.68153
H -0.68443 4.64742 3.55239
H -0.66525 4.97664 1.75799
H 0.51551 5.71710 2.82064
H 0.38399 2.70785 2.45760
H 2.21996 4.67069 1.05110
H 1.53529 3.07331 0.55553
C -4.65080 -4.16302 -1.45800
C -3.21233 -4.47919 -1.36841
C -2.62336 -5.06143 -2.67248
O -1.20157 -4.67833 -2.50492
C -1.17713 -3.55170 -1.67609
O -0.17720 -2.89106 -1.56679
O -2.38398 -3.30364 -1.17274
H -5.10970 -3.56117 -0.66689
H -5.21259 -5.07569 -1.52434
H -4.70969 -3.63581 -2.44619
H -3.03316 -5.07182 -0.46507
H -2.99861 -4.45404 -3.53940
H -2.54671 -6.10737 -2.78536
C -6.17350 2.31926 2.05106
C -5.13559 2.41010 3.15699
C -3.94535 3.35098 2.80871
O -3.64728 3.93656 4.10458
C -4.79210 3.81051 4.91474
O -4.84394 4.29919 6.03625
O -5.67855 2.94479 4.34230
H -6.97498 1.67295 2.33254
H -5.67914 1.98655 1.13676
H -6.55792 3.31862 1.84765
H -4.69340 1.43668 3.30040
H -4.22836 4.11175 2.17511
H -3.07508 2.74730 2.46996
C 2.09615 1.80733 -6.21846
C 1.14758 0.77652 -5.71981
C 1.84852 -0.45051 -5.20217
O 1.12231 -0.82497 -3.94491
C 0.36738 0.26849 -3.65196
O -0.19663 0.36712 -2.60058
O 0.46346 1.22915 -4.56355
H 2.97780 1.81030 -5.62360
H 1.77070 2.81949 -6.35008
H 2.37453 1.51872 -7.20462
H 0.37001 0.68118 -6.46801
H 2.91270 -0.33075 -4.94336
H 1.71102 -1.31415 -5.88882
C -3.50615 -2.49412 2.44850
C -3.95732 -1.13329 2.22581
C -4.33030 -0.70563 0.78882
O -5.74773 -0.90966 0.81981
C -6.19809 -1.08777 2.03694
O -7.35734 -1.21577 2.30723
O -5.20610 -0.99343 2.87567
H -3.37887 -2.75533 3.52782
H -2.44335 -2.57300 2.08205
H -4.19967 -3.23435 2.12227
H -3.26152 -0.42532 2.69572
H -3.94596 -1.37185 0.03872
H -4.05406 0.33403 0.58203
C -5.65398 1.26930 -2.13403
C -4.61265 0.58082 -3.01636
C -3.27755 0.21193 -2.37098
O -2.91652 -1.03281 -3.05935
C -4.04559 -1.53341 -3.61890
O -4.08568 -2.59301 -4.21452
O -5.08500 -0.70062 -3.53465
H -6.61530 1.20061 -2.73361
H -5.39563 2.32663 -1.97587
H -5.83847 0.72300 -1.19840
H -4.50776 1.20512 -3.91786
H -3.25887 0.13506 -1.31001
H -2.42503 0.79113 -2.63816
```

E: -5958.05062 Eh
F_max: 3.65 eV Å⁻¹
LUMO: 0.0 eV



2.
Below is a cluster of 8 separate species, C48H72F2N14O7S2 in total, with properties calculated with wB97M-V/def2-TZVPD.

Structure (XYZ):
```
145
C48H72F2N14O7S2 (wB97M-V/def2-TZVPD)
C 21.57267 3.06451 3.25168
C 21.26082 4.42766 2.57861
N 19.98249 4.90896 3.10489
C 18.74554 4.64454 2.58867
C 17.80107 5.19350 3.41421
N 18.48666 5.81142 4.44336
C 19.81887 5.72348 4.15409
C 17.86593 6.51886 5.52530
H 21.26945 2.23179 2.61897
H 21.15949 2.95671 4.25357
H 22.65349 2.99936 3.37512
H 21.24673 4.29625 1.50111
H 22.09300 5.04365 2.91144
H 18.56501 3.92920 1.80291
H 16.74356 5.01053 3.52734
H 20.57405 6.23616 4.72901
H 17.21223 7.32965 5.21163
H 18.57054 6.92773 6.24959
H 17.30947 5.80707 6.13709
C 11.60661 0.25891 7.90179
C 11.72225 -0.26384 6.46708
N 12.52184 0.66591 5.62515
C 12.04666 1.88169 5.19778
C 13.09044 2.60197 4.71196
N 14.20805 1.80376 4.90324
C 13.86543 0.71776 5.60482
C 15.54047 2.19660 4.50058
H 12.50223 -0.01337 8.45624
H 10.64122 -0.08873 8.26707
H 11.52247 1.34676 7.96023
H 10.75578 -0.25137 5.96497
H 12.18901 -1.24119 6.37029
H 11.00709 2.09956 5.38029
H 13.22640 3.61489 4.36930
H 14.50474 -0.10049 5.89841
H 16.02072 2.76073 5.29824
H 15.43543 2.75380 3.57367
H 16.13840 1.31110 4.28843
C 17.96284 9.46638 2.23468
C 16.56131 9.24098 2.70087
N 15.62517 10.31640 2.31927
C 15.07455 10.53086 1.06910
C 14.16960 11.53569 1.17460
N 14.17634 11.95694 2.49650
C 15.05934 11.18769 3.17834
C 13.33140 12.92630 3.16013
H 18.63634 8.62359 2.39479
H 18.46973 10.24810 2.80514
H 17.98366 9.70992 1.17248
H 16.45296 9.01620 3.75992
H 16.24016 8.32819 2.19110
H 15.34394 9.82748 0.29845
H 13.60871 12.05634 0.41705
H 15.21430 11.15986 4.24636
H 13.01201 13.74133 2.51365
H 13.70358 13.25520 4.12544
H 12.38511 12.40265 3.33578
C 16.57929 0.97030 11.63091
C 15.91365 0.68725 10.29048
N 15.18041 1.85763 9.76082
C 15.69724 2.85441 8.96618
C 14.73466 3.73490 8.57559
N 13.59425 3.27906 9.15893
C 13.84368 2.10832 9.78914
C 12.36930 4.03060 9.26662
H 15.84444 1.16232 12.41181
H 17.35124 1.73716 11.69536
H 17.13148 0.07213 11.91512
H 15.21489 -0.13617 10.42015
H 16.65301 0.46252 9.52346
H 16.74949 2.82343 8.72942
H 14.79377 4.67112 8.03942
H 13.14513 1.53738 10.37986
H 11.55992 3.53551 9.79756
H 11.99214 4.22551 8.25856
H 12.56833 5.01279 9.70071
C 10.29299 5.70800 6.44417
N 9.57468 6.95200 6.74447
C 8.28088 6.83982 7.04074
C 7.50922 7.95874 7.24300
C 8.03857 9.20289 6.98583
C 9.41180 9.28358 6.63218
C 10.18957 8.14720 6.54883
C 7.19328 10.41863 7.06776
C 5.91752 10.41392 6.43482
C 5.28247 11.63054 6.27142
N 5.77577 12.78404 6.77824
C 6.94703 12.75317 7.41379
C 7.72774 11.61805 7.53434
C 5.05154 14.02011 6.56162
H 9.87491 5.19433 5.58289
H 10.19369 5.11101 7.35343
H 11.37283 5.86748 6.42552
H 7.91157 5.82400 7.03361
H 6.43230 7.88838 7.32006
H 9.88221 10.23454 6.42584
H 11.24172 8.14607 6.29213
H 5.56780 9.52793 5.92744
H 4.38429 11.70885 5.67504
H 7.21104 13.63321 7.98834
H 8.66812 11.59248 8.06617
H 4.42114 13.94785 5.67963
H 5.75905 14.84561 6.57096
H 4.35957 14.22415 7.38301
C 13.58826 6.16753 1.43292
N 12.88721 7.03168 0.44128
C 12.96461 6.75500 -0.89012
C 12.15819 7.38984 -1.78320
C 11.32425 8.45288 -1.41122
C 11.37539 8.81332 -0.03660
C 12.21124 8.11044 0.82666
C 10.51918 9.18147 -2.46833
C 9.95399 8.47617 -3.50915
C 9.29860 9.17081 -4.50307
N 9.13597 10.52872 -4.41396
C 9.57865 11.16540 -3.32453
C 10.27591 10.53792 -2.29401
C 8.25553 11.23351 -5.39405
H 14.29582 6.85097 1.89101
H 13.94429 5.29754 0.88512
H 12.81839 5.72836 2.06551
H 13.65003 5.96841 -1.17197
H 12.22718 6.97850 -2.78272
H 10.64319 9.49410 0.37289
H 12.09903 8.22163 1.89882
H 9.93214 7.40016 -3.61432
H 8.85580 8.69953 -5.36922
H 9.34914 12.22212 -3.28214
H 10.70735 11.14324 -1.51282
H 7.75592 10.48728 -6.00632
H 8.93653 11.74106 -6.07966
H 7.58394 11.94938 -4.93128
N 13.63014 8.68143 10.33620
S 12.38235 7.94941 11.33628
O 12.47792 6.60544 11.76153
O 11.04768 8.46537 11.10844
F 12.76138 8.72100 12.68832
S 13.43098 7.51599 9.29270
O 12.16370 7.35101 8.65976
O 14.27125 6.34281 9.50546
F 14.30163 8.25877 8.13682
N 14.29293 6.41845 5.06477
O 13.90146 6.27275 6.23576
O 14.08405 7.46198 4.39774
O 14.82706 5.40511 4.53938
```

total charge: +6
E: -4159.18548 Eh
F_max: 6.89 eV Å⁻¹
LUMO: -13.6 eV



no.,highest occupied orbital energy (eV)
1,-9.01
2,-18.24